1 | The molecule C16H22N4O2S, computed with the ωB97M-V functional and the def2-TZVPD basis.

```
45
C16H22N4O2S | the OMol25 dataset | the ωB97M-V functional and the def2-TZVPD basis
C 2.014 -4.202 5.348
C 1.231 -2.918 5.573
H 0.499 -3.048 6.378
H 1.896 -2.084 5.819
O 0.501 -2.586 4.394
C 0.705 -1.383 3.839
O 1.446 -0.539 4.289
C -0.091 -1.241 2.626
C -0.211 -0.125 1.833
C -1.090 -0.363 0.738
C -1.700 -1.636 0.814
N -2.692 -2.048 0.036
C -3.147 -1.136 -0.796
N -2.617 0.046 -1.042
C -1.524 0.419 -0.372
N -0.905 1.561 -0.773
C -1.564 2.390 -1.763
H -2.641 2.285 -1.643
C -1.148 2.000 -3.182
N 0.294 2.121 -3.282
C 0.928 1.215 -2.351
C 0.536 1.601 -0.918
H 1.005 0.906 -0.226
H 0.879 2.619 -0.712
H 2.012 1.294 -2.460
H 0.632 0.163 -2.518
C 0.823 2.086 -4.629
C 0.659 0.767 -5.392
H 1.072 0.873 -6.392
H -0.392 0.501 -5.481
H 1.184 -0.040 -4.888
H 0.328 2.888 -5.186
H 1.887 2.333 -4.562
H -1.611 2.679 -3.900
H -1.504 0.976 -3.378
H -1.261 3.424 -1.571
H -4.023 -1.399 -1.374
S -1.065 -2.594 2.107
C 0.390 1.190 2.198
H -0.110 1.999 1.672
H 0.300 1.339 3.272
H 1.456 1.213 1.974
H 1.339 -5.003 5.061
H 2.747 -4.063 4.557
H 2.530 -4.479 6.263
```

---

2 | A structure of composition C16H22N4O2S, computed with the ωB97M-V functional and the def2-TZVPD basis.

```
45
C16H22N4O2S | the OMol25 dataset | the ωB97M-V functional and the def2-TZVPD basis
C -2.391 -0.506 -2.889
C -2.091 0.394 -1.699
C -2.454 -0.219 -0.327
C -3.965 -0.441 -0.175
C -1.742 -1.495 -0.163
N -1.156 -2.471 -0.008
C -2.007 0.793 0.753
O -2.402 1.940 0.702
N -1.186 0.340 1.723
C -0.594 1.254 2.691
C 0.156 0.463 3.724
C 1.473 0.309 3.794
C 2.505 0.909 2.878
N 3.483 -0.077 2.414
C 3.404 -0.750 1.221
O 4.393 -1.117 0.627
C 2.004 -1.031 0.682
C 1.740 -0.284 -0.589
C 1.667 -0.778 -1.854
C 1.442 0.261 -2.804
C 1.317 0.045 -4.279
N 1.344 1.472 -2.307
S 1.520 1.412 -0.670
H -2.077 -0.012 -3.808
H -1.853 -1.454 -2.818
H -3.455 -0.724 -2.983
H -1.031 0.651 -1.691
H -2.640 1.333 -1.766
H -4.202 -0.853 0.806
H -4.464 0.520 -0.283
H -4.333 -1.129 -0.934
H -0.864 -0.614 1.699
H 0.042 1.973 2.171
H -1.393 1.832 3.159
H -0.459 -0.052 4.456
H 1.883 -0.317 4.581
H 2.041 1.422 2.036
H 3.064 1.671 3.423
H 4.444 0.109 2.662
H 1.957 -2.099 0.473
H 1.249 -0.811 1.433
H 1.772 -1.825 -2.100
H 0.497 -0.641 -4.500
H 1.132 0.993 -4.779
H 2.231 -0.394 -4.680
```

---

Stability verdict: 1, ahead by 0.167 eV

---

1 | A structure of composition C41H60BaN4O7P2S, computed with the ωB97M-V functional and the def2-TZVPD basis.

```
116
C41H60BaN4O7P2S | the OMol25 dataset | the ωB97M-V functional and the def2-TZVPD basis
Ba 0.837 0.269 -0.281
C 1.247 0.802 5.042
C 1.701 0.495 3.616
C 2.110 1.796 2.922
P 0.492 -0.376 2.500
C 0.493 -2.192 2.900
C -0.492 -2.876 1.953
C 0.256 -2.630 4.343
C -1.173 0.258 2.841
C -1.711 0.094 4.124
C -2.990 0.485 4.476
C -3.510 0.272 5.874
C -3.766 1.067 3.474
C -3.276 1.240 2.200
C -1.963 0.855 1.820
N -1.504 1.042 0.553
C -2.330 1.685 -0.382
C -3.166 0.938 -1.226
C -3.303 -0.543 -1.007
C -3.892 1.581 -2.223
C -3.802 2.952 -2.422
C -4.599 3.644 -3.497
C -2.997 3.687 -1.559
C -2.287 3.083 -0.529
C -1.539 3.912 0.479
H 2.068 1.288 5.576
H 0.995 -0.103 5.591
H 0.390 1.476 5.051
H 2.547 -0.191 3.652
H 1.243 2.449 2.773
H 2.573 1.605 1.949
H 2.841 2.332 3.530
H 1.518 -2.475 2.664
H -1.510 -2.528 2.153
H -0.463 -3.958 2.103
H -0.256 -2.677 0.903
H -0.740 -2.363 4.698
H 1.023 -2.217 4.995
H 0.350 -3.718 4.392
H -1.093 -0.355 4.886
H -2.876 -0.432 6.413
H -4.526 -0.126 5.864
H -3.528 1.206 6.442
H -4.777 1.390 3.700
H -3.914 1.684 1.444
H -3.814 -0.736 -0.059
H -2.327 -1.025 -0.944
H -3.874 -1.009 -1.811
H -4.551 0.998 -2.860
H -5.043 2.923 -4.183
H -3.975 4.327 -4.075
H -5.406 4.230 -3.055
H -2.942 4.766 -1.673
H -2.136 4.000 1.390
H -1.343 4.915 0.099
H -0.600 3.437 0.770
N -4.940 -7.687 -2.481
C -4.257 -6.790 -2.262
C -3.402 -5.676 -1.979
C -3.571 -4.939 -0.810
C -2.707 -3.882 -0.574
N -1.720 -3.542 -1.398
C -1.568 -4.257 -2.509
C -2.379 -5.324 -2.855
H -4.348 -5.193 -0.104
H -2.810 -3.280 0.321
H -0.753 -3.958 -3.160
H -2.224 -5.869 -3.775
C 2.281 1.780 -4.823
C 0.782 1.906 -4.638
O 0.285 0.684 -4.128
C -1.121 0.539 -4.278
C -1.485 -0.913 -4.040
H 2.692 2.717 -5.200
H 2.497 0.987 -5.538
H 2.762 1.534 -3.875
H 0.312 2.120 -5.606
H 0.534 2.732 -3.958
H -1.410 0.842 -5.291
H -1.645 1.185 -3.565
H -1.004 -1.547 -4.786
H -2.566 -1.035 -4.112
H -1.159 -1.224 -3.046
N 1.914 -2.436 -2.394
C 2.674 -2.667 -1.222
C 3.734 -1.816 -0.909
C 4.413 -1.962 0.294
C 4.070 -2.977 1.168
C 3.030 -3.838 0.855
C 2.331 -3.688 -0.336
S 4.874 -3.042 2.782
O 4.982 -4.445 3.115
O 6.117 -2.316 2.607
O 3.898 -2.318 3.606
H 1.406 -3.256 -2.691
H 2.452 -2.047 -3.155
H 4.040 -1.066 -1.634
H 5.258 -1.339 0.557
H 2.802 -4.646 1.540
H 1.539 -4.379 -0.606
C 4.727 4.178 -2.710
O 4.008 3.989 -1.496
P 2.780 2.923 -1.336
O 3.526 1.574 -0.813
C 4.700 1.627 0.034
O 2.287 3.472 0.115
C 1.818 4.820 0.229
H 5.395 5.020 -2.545
H 4.056 4.409 -3.540
H 5.323 3.299 -2.965
H 5.558 1.283 -0.540
H 4.553 0.965 0.884
H 4.879 2.639 0.387
H 1.027 5.024 -0.496
H 2.638 5.521 0.077
H 1.424 4.935 1.235
```

---

2 | A structure of composition C41H60BaN4O7P2S, computed with the ωB97M-V functional and the def2-TZVPD basis.

```
116
C41H60BaN4O7P2S | the OMol25 dataset | the ωB97M-V functional and the def2-TZVPD basis
Ba 0.420 -0.120 -0.314
C 0.394 3.800 -0.930
C -1.015 3.863 -0.343
C -1.715 5.141 -0.790
P -1.880 2.268 -0.758
C -3.625 2.541 -0.217
C -4.468 1.342 -0.645
C -3.698 2.754 1.293
C -1.982 2.302 -2.571
C -2.876 3.123 -3.261
C -2.937 3.172 -4.643
C -3.922 4.052 -5.364
C -2.041 2.363 -5.343
C -1.149 1.535 -4.696
C -1.100 1.461 -3.285
N -0.238 0.644 -2.602
C 0.571 -0.233 -3.364
C 1.936 0.059 -3.547
C 2.511 1.333 -2.987
C 2.728 -0.794 -4.306
C 2.207 -1.942 -4.894
C 3.084 -2.849 -5.712
C 0.867 -2.237 -4.678
C 0.045 -1.415 -3.914
C -1.406 -1.753 -3.720
H 0.959 4.702 -0.685
H 0.355 3.705 -2.017
H 0.962 2.949 -0.543
H -0.939 3.864 0.751
H -1.797 5.178 -1.877
H -1.142 6.014 -0.468
H -2.716 5.231 -0.367
H -4.013 3.435 -0.712
H -4.075 0.422 -0.202
H -4.475 1.218 -1.728
H -5.499 1.460 -0.305
H -3.348 1.870 1.832
H -4.731 2.936 1.597
H -3.106 3.611 1.620
H -3.557 3.755 -2.702
H -4.426 4.725 -4.670
H -4.691 3.463 -5.869
H -3.431 4.663 -6.123
H -2.044 2.384 -6.427
H -0.470 0.925 -5.279
H 2.586 1.327 -1.891
H 1.889 2.188 -3.249
H 3.520 1.497 -3.363
H 3.774 -0.548 -4.458
H 3.542 -2.309 -6.542
H 2.515 -3.681 -6.124
H 3.895 -3.261 -5.107
H 0.447 -3.137 -5.116
H -1.617 -2.772 -4.047
H -2.045 -1.071 -4.286
H -1.703 -1.649 -2.673
N 3.466 3.460 6.385
C 3.161 2.836 5.471
C 2.752 2.091 4.308
C 2.296 0.789 4.415
C 1.906 0.142 3.246
N 1.929 0.716 2.042
C 2.378 1.980 1.966
C 2.806 2.706 3.053
H 2.207 0.254 5.357
H 1.549 -0.880 3.308
H 2.405 2.432 0.980
H 3.164 3.719 2.939
C -1.716 -3.296 0.101
C -0.294 -3.330 0.621
O 0.650 -2.859 -0.352
C 0.964 -3.828 -1.370
C 2.345 -3.550 -1.908
H -2.399 -3.635 0.880
H -1.841 -3.939 -0.771
H -2.015 -2.280 -0.180
H -0.015 -4.342 0.928
H -0.177 -2.698 1.500
H 0.214 -3.770 -2.164
H 0.913 -4.823 -0.919
H 2.543 -4.191 -2.767
H 3.110 -3.740 -1.156
H 2.421 -2.517 -2.254
N 4.178 -2.034 0.756
C 3.846 -2.357 2.099
C 4.504 -1.814 3.196
C 4.016 -2.044 4.477
C 2.866 -2.796 4.670
C 2.279 -3.430 3.586
C 2.781 -3.230 2.312
S 2.017 -2.764 6.245
O 3.041 -2.922 7.252
O 1.419 -1.418 6.223
O 1.024 -3.820 6.152
H 4.636 -1.133 0.685
H 3.319 -2.043 0.223
H 5.367 -1.175 3.049
H 4.499 -1.599 5.338
H 1.416 -4.060 3.762
H 2.328 -3.714 1.457
C -1.038 1.849 3.750
O -0.972 0.440 3.935
P -1.546 -0.537 2.793
O -1.183 -1.960 3.399
C -1.365 -2.309 4.806
O -3.130 -0.326 3.122
C -4.068 -1.137 2.421
H -2.045 2.214 3.956
H -0.758 2.127 2.727
H -0.335 2.296 4.449
H -1.181 -3.377 4.879
H -2.383 -2.066 5.109
H -0.624 -1.790 5.408
H -3.784 -1.261 1.371
H -5.034 -0.639 2.468
H -4.142 -2.121 2.887
```

---

Stability verdict: 2, ahead by 1.253 eV

---

1 | The molecule C10H12N2, computed with the ωB97M-V functional and the def2-TZVPD basis.

```
24
C10H12N2 | the OMol25 dataset | the ωB97M-V functional and the def2-TZVPD basis
C 3.633 0.630 1.687
C 3.352 0.068 0.632
C 2.741 -0.612 -0.661
C 1.195 -0.972 -0.328
C 0.172 -0.034 -1.136
C -0.756 0.858 -0.199
C -0.961 2.276 -0.888
N -1.174 3.388 -1.136
C -2.215 0.269 0.048
C -2.272 -1.310 0.225
C -2.711 0.887 1.425
N -2.980 1.375 2.440
H 3.532 1.089 2.708
H 3.283 -1.592 -0.796
H 2.839 0.060 -1.564
H 1.028 -2.074 -0.515
H 1.076 -0.756 0.786
H 0.816 0.697 -1.729
H -0.389 -0.668 -1.882
H -0.240 0.998 0.798
H -2.969 0.542 -0.747
H -3.329 -1.579 0.562
H -2.129 -1.874 -0.754
H -1.543 -1.665 1.025
```

---

2 | The molecule C10H12N2, computed with the ωB97M-V functional and the def2-TZVPD basis.

```
24
C10H12N2 | the OMol25 dataset | the ωB97M-V functional and the def2-TZVPD basis
C -1.937 0.423 3.368
C -1.247 -0.799 3.157
C -2.120 1.304 2.361
C -0.720 -1.074 1.938
C -1.635 1.079 1.023
C -0.869 -0.168 0.853
C 0.110 -0.791 -1.335
C 1.311 0.837 -2.656
C 2.494 -1.212 -1.757
C 1.181 -0.654 -2.315
N -1.899 1.972 0.137
N -0.251 -0.425 -0.265
H -2.318 0.640 4.355
H -1.147 -1.497 3.973
H -2.648 2.232 2.509
H -0.175 -1.990 1.755
H -1.542 1.763 -0.794
H 0.365 1.235 -3.013
H 2.063 0.979 -3.429
H 1.609 1.399 -1.773
H 3.275 -1.113 -2.506
H 2.391 -2.264 -1.499
H 2.793 -0.666 -0.864
H 0.916 -1.212 -3.221
```

---

Stability verdict: 2, ahead by 1.658 eV

---

1 | The molecule C3H7NOS, computed with the ωB97M-V functional and the def2-TZVPD basis.

```
13
C3H7NOS | the OMol25 dataset | the ωB97M-V functional and the def2-TZVPD basis
C 0.537 0.736 0.399
C -0.381 -0.063 -0.439
C 0.648 -0.765 0.469
H 2.099 0.788 -0.737
H 2.164 1.903 0.422
H -0.001 1.333 1.103
H -0.075 -0.161 -1.472
H -2.129 1.237 0.282
H 0.373 -1.267 1.345
H 1.601 -2.158 -0.514
N 1.560 1.478 -0.238
O 1.735 -1.271 -0.094
S -2.103 -0.081 -0.037
```

---

2 | The molecule C3H7NOS, computed with the ωB97M-V functional and the def2-TZVPD basis.

```
13
C3H7NOS | the OMol25 dataset | the ωB97M-V functional and the def2-TZVPD basis
C 2.025 -1.032 -0.033
C 1.011 1.149 -0.019
C -2.665 0.063 0.094
H 1.630 -1.318 -1.041
H 3.092 -1.309 0.090
H 1.411 -1.459 0.734
H 1.344 2.199 0.036
H -2.872 0.397 1.091
H -3.390 -0.663 -0.208
H -2.749 0.922 -0.541
N -0.242 0.946 -0.173
O 2.070 0.353 0.155
S -0.973 -0.581 -0.028
```

---

Stability verdict: 2, ahead by 0.250 eV

---

1 | The molecule C3H7NOS, computed with the ωB97M-V functional and the def2-TZVPD basis.

```
13
C3H7NOS | the OMol25 dataset | the ωB97M-V functional and the def2-TZVPD basis
O 2.714 0.113 -0.647
C 1.714 -0.477 -0.419
C 0.316 0.140 -0.384
C -0.241 0.365 1.036
S -1.327 1.816 1.154
N -0.505 -0.787 -1.170
H 1.649 -1.545 -0.120
H 0.282 1.087 -0.920
H -0.718 -0.535 1.408
H 0.597 0.690 1.664
H -2.462 1.199 0.752
H -1.340 -0.354 -1.535
H -0.677 -1.711 -0.820
```

---

2 | The molecule C3H7NOS, computed with the ωB97M-V functional and the def2-TZVPD basis.

```
13
C3H7NOS | the OMol25 dataset | the ωB97M-V functional and the def2-TZVPD basis
C 1.084 0.648 -0.601
C 0.052 0.820 0.511
C -1.718 -0.763 -0.082
H 1.580 -1.686 -0.408
H 1.640 1.579 -0.730
H 0.578 0.444 -1.508
H 0.534 1.117 1.431
H -0.628 1.637 0.203
H -0.482 -0.950 1.518
H -2.236 -1.694 0.247
N -0.722 -0.386 0.751
O -2.034 -0.154 -1.081
S 2.351 -0.612 -0.250
```

---

3 | The molecule C3H7NOS, computed with the ωB97M-V functional and the def2-TZVPD basis.

```
13
C3H7NOS | the OMol25 dataset | the ωB97M-V functional and the def2-TZVPD basis
O 1.827 1.429 0.670
C 1.523 0.267 0.703
C 0.188 -0.292 0.236
C -0.874 0.805 0.119
S -2.541 0.213 0.613
N 0.358 -1.000 -1.030
H 2.246 -0.486 1.031
H -0.224 -1.018 0.943
H -0.954 1.170 -0.900
H -0.630 1.615 0.792
H -2.497 -0.804 -0.261
H 0.342 -0.395 -1.841
H 1.237 -1.503 -1.075
```

---

Stability verdict: 2, ahead by 0.908 eV

---

1 | The molecule C2H2OS, computed with the ωB97M-V functional and the def2-TZVPD basis.

```
6
C2H2OS | the OMol25 dataset | the ωB97M-V functional and the def2-TZVPD basis
C 0.059 0.085 0.732
C 0.108 0.095 -0.948
O 0.008 1.203 -0.013
S 1.505 -0.662 -0.074
H -0.824 -0.252 1.441
H -0.857 -0.468 -1.139
```

---

2 | The molecule C2H2OS, computed with the ωB97M-V functional and the def2-TZVPD basis.

```
6
C2H2OS | the OMol25 dataset | the ωB97M-V functional and the def2-TZVPD basis
C -0.501 1.753 -0.188
C -0.550 0.556 -0.113
O 1.092 -1.534 0.119
S -0.618 -1.112 0.125
H -0.549 2.695 -0.632
H 1.126 -2.359 0.690
```

---

Stability verdict: 2, ahead by 1.428 eV

---

1 | A cluster of 2 separate species, C2H6O3S in total, computed with the ωB97M-V functional and the def2-TZVPD basis.

```
12
C2H6O3S | the OMol25 dataset | the ωB97M-V functional and the def2-TZVPD basis
C 0.872 -0.260 -0.323
C -1.054 0.093 0.654
O 1.888 0.503 0.220
O 1.111 -1.577 -0.070
O -1.308 1.376 0.630
S -2.229 -0.986 -0.181
H 0.679 0.030 -1.402
H -0.696 -0.349 1.529
H 1.753 1.435 0.428
H 1.588 -1.864 0.706
H -2.168 1.496 0.222
H -2.027 -0.653 -1.488
```

---

2 | A cluster of 2 separate species, C2H6O3S in total, computed with the ωB97M-V functional and the def2-TZVPD basis.

```
12
C2H6O3S | the OMol25 dataset | the ωB97M-V functional and the def2-TZVPD basis
C -0.055 -2.038 -0.121
C -0.839 -1.032 -0.916
O -1.243 0.572 1.102
O 1.188 3.211 0.359
O 1.316 1.912 0.078
S -1.497 0.433 -0.341
H 0.555 -1.470 0.648
H -0.763 -2.496 0.578
H 0.604 -2.732 -0.659
H -1.310 -1.226 -1.887
H 1.837 1.724 0.787
H 0.209 3.142 0.372
```

---

Stability verdict: 1, ahead by 2.192 eV